The following is a quantum chemistry calculation of the ion C3H6NO2 with charge -1 in a non-equilibrium geometry, from OMol25.

XYZ file:
```
12
Properties=species:S:1:pos:R:3:forces:R:3
N 0.374924 -2.436995 -0.862484 0.249 -0.105 -0.124
C -0.071015 -1.041506 -0.928806 -0.104 0.952 -0.594
C -0.434463 -0.393365 0.384974 -0.196 0.306 0.090
C -0.092794 1.126100 0.455679 0.608 -0.484 0.163
O -0.889506 1.805305 1.118368 -0.398 0.583 0.160
O 1.002903 1.450330 -0.059948 -0.136 0.194 -0.182
H -0.048691 -2.855331 -0.045132 -0.091 -0.166 0.032
H 1.376707 -2.459909 -0.679786 -0.223 0.081 -0.025
H 0.703015 -0.373932 -1.320774 0.356 -0.471 -0.004
H -0.877996 -0.910161 -1.665944 -0.119 -0.413 0.239
H 0.204431 -0.835136 1.145368 0.066 -0.151 0.351
H -1.476225 -0.481850 0.697908 -0.013 -0.326 -0.106
```
Forces are in eV/Å.

SMILES = NCCC(=O)[O-]
charge = -1
HOMO level = -3.9 eV
HOMO-LUMO gap = 8.24 eV



The following is a quantum chemistry calculation of a structure of composition C20H20BrN4O4Os in a non-equilibrium geometry, from OMol25.

XYZ file:
```
50
Properties=species:S:1:pos:R:3:forces:R:3
Os -0.442197 -0.392932 -0.514789 -0.008 0.861 0.958
Br -5.395827 3.282259 2.937964 -0.006 0.002 -0.021
C -3.842701 2.723764 2.032730 -0.047 0.037 0.031
C -3.388977 3.451111 0.920252 0.100 -0.073 0.025
C -2.256981 3.060456 0.247212 0.096 0.271 -0.061
C -1.546338 1.919910 0.629926 0.224 -0.001 0.145
O -0.496213 1.540214 -0.084868 0.066 0.422 -0.776
C -1.998170 1.201195 1.770710 -0.225 -0.313 -0.171
C -1.304492 0.060022 2.233657 -0.046 0.363 0.147
N -0.296200 -0.431963 1.566972 -0.893 -1.331 -1.184
C 0.607767 -1.414204 2.026215 -0.070 0.221 0.448
C 0.658393 -1.987720 3.266059 -0.105 -0.052 0.018
C 1.648626 -2.952625 3.557000 -0.035 -0.004 -0.038
C 2.613402 -3.269517 2.642513 -0.006 0.074 0.049
C 2.614008 -2.642612 1.372550 0.072 -0.125 -0.012
C 3.577943 -2.882029 0.369648 -0.027 0.023 -0.019
C 3.477603 -2.235629 -0.833457 0.058 0.010 0.037
C 2.410614 -1.355518 -1.050554 0.054 0.032 0.091
N 1.486914 -1.116574 -0.138373 0.337 -0.015 -0.499
C 1.585280 -1.742949 1.070378 0.123 0.124 -0.025
C -3.159525 1.621248 2.455947 0.067 -0.033 0.042
H -3.943902 4.319426 0.592412 -0.002 -0.006 -0.015
H -1.905060 3.608688 -0.616515 -0.029 0.018 0.013
H -1.630714 -0.389987 3.171010 0.303 0.157 0.162
H -0.064594 -1.720121 4.025620 0.029 -0.037 0.031
H 1.630781 -3.444116 4.519896 0.053 0.061 0.023
H 3.389435 -3.985118 2.879763 -0.022 -0.023 -0.013
H 4.391588 -3.569126 0.565496 -0.014 -0.014 -0.019
H 4.200036 -2.395055 -1.620387 0.006 0.020 0.005
H 2.313067 -0.825673 -1.988401 -0.036 -0.038 -0.026
H -3.511820 1.049600 3.305406 0.029 0.035 0.024
N -0.546091 0.059190 -2.727577 -0.029 -0.471 0.872
N -1.910922 -0.074557 -3.052036 -0.158 -0.082 -0.406
C -2.865006 0.099027 -2.049348 0.155 0.140 0.024
O -4.012655 0.316274 -2.330735 -0.014 -0.068 0.070
O -2.375287 -0.032262 -0.837198 -0.474 -0.233 0.463
H -0.200887 0.986051 -2.965034 0.104 0.030 0.115
H -0.027661 -0.649252 -3.237032 0.062 0.008 -0.010
H -2.212508 0.206003 -3.973137 0.146 0.099 -0.035
C -2.301334 -3.814721 -1.850968 0.217 0.081 -0.055
C -1.921946 -2.905881 -0.698821 -0.332 -0.230 0.199
C -1.657427 -3.684540 0.582931 0.245 0.136 -0.105
O -0.757223 -2.155429 -1.061456 0.076 -0.055 -0.558
H -3.198271 -4.376978 -1.592853 -0.004 -0.006 -0.040
H -1.493107 -4.516609 -2.065854 -0.031 -0.021 -0.001
H -2.502935 -3.227128 -2.746892 -0.025 -0.029 -0.005
H -2.748817 -2.214354 -0.515926 0.090 0.131 0.015
H -0.791230 -4.337433 0.452170 -0.037 -0.043 0.035
H -2.524912 -4.292166 0.836623 0.005 -0.001 0.003
H -1.455025 -3.003561 1.410545 -0.038 -0.048 0.047
```
Forces are in eV/Å.

charge = +1
HOMO level (spin up / spin down) = -11.3 / -11.3 eV
HOMO-LUMO gap (spin up / spin down) = 6.47 / 6.47 eV



The following is a quantum chemistry calculation of a structure of composition C33H59N4NiO10 in a non-equilibrium geometry, from OMol25.

XYZ file:
```
107
Properties=species:S:1:pos:R:3:forces:R:3
Ni 0.304912 -1.057922 -4.319596 1.207 3.331 0.217
N 0.644538 0.581739 -1.448754 -0.527 -0.068 -0.351
O 1.720421 0.886954 -0.938075 -0.912 -0.237 -0.190
O -0.467106 0.942411 -1.008886 0.756 -0.189 -0.007
O 0.653237 -0.161755 -2.504538 0.428 -0.458 0.439
C 2.975512 2.049631 -5.717240 -1.346 -2.833 0.614
C 1.999869 1.144489 -5.253867 -0.118 2.128 -0.638
C 0.498967 1.605474 -5.222019 3.002 1.947 0.945
O -0.307856 0.660546 -5.007507 -1.686 -1.646 -0.213
C 0.283520 2.987128 -5.115446 -0.887 -3.451 -0.181
C 1.344562 3.884515 -5.292871 0.009 2.743 1.140
C 2.721177 3.407986 -5.749502 2.099 1.259 -1.407
O 3.651232 4.163857 -6.124923 -1.704 0.254 0.571
O 1.156481 5.060593 -4.930035 0.794 -0.717 -0.725
O 2.254313 0.011810 -4.771167 -1.184 -2.368 -0.206
H 3.952115 1.656810 -5.957631 0.191 0.200 0.241
H -0.609305 3.337246 -4.616411 -0.221 0.165 -0.414
C -0.743385 -3.094135 -1.931502 0.523 0.848 -0.444
C -2.169069 -2.728558 -2.328106 -1.050 -0.983 0.190
C -2.826862 -2.266361 -1.006423 0.149 0.140 0.692
C -4.141301 -1.480630 -1.108952 1.330 -1.248 0.179
C -3.790841 -0.308841 -1.968611 0.330 0.535 0.286
C -3.269376 -0.663715 -3.376903 -2.191 0.665 -0.318
N -2.156596 -1.644313 -3.318655 0.079 1.870 1.597
O -1.606523 -2.001318 -4.569539 -0.660 -0.251 0.399
C -4.524980 -1.248153 -4.117337 1.140 -1.283 -0.157
C -2.939224 0.728224 -3.958415 0.252 -0.566 -0.572
C -2.976940 -3.966842 -2.821644 1.205 -0.024 -0.893
H -0.189503 -3.556651 -2.753806 0.026 -0.173 0.056
H -0.643756 -3.691955 -1.026943 -0.376 -0.345 -0.174
H -0.267969 -2.139268 -1.686129 0.206 -0.107 -0.135
H -2.981534 -3.149998 -0.379314 0.060 -0.241 -0.248
H -2.095131 -1.683710 -0.438787 -0.022 0.252 -0.275
H -4.432983 -1.204691 -0.094690 -0.162 0.134 -0.103
H -4.863232 -2.210144 -1.484717 -0.477 0.563 -0.253
H -2.998925 0.271811 -1.481985 0.114 -0.240 0.181
H -4.605929 0.413001 -2.048610 -0.115 -0.185 -0.418
H -4.371578 -1.357383 -5.195260 -0.163 0.626 -0.128
H -4.628030 -2.293827 -3.817038 -0.265 0.049 0.241
H -5.463465 -0.761914 -3.869049 0.128 0.349 -0.222
H -2.188445 1.224453 -3.347297 0.270 -0.107 -0.247
H -2.639026 0.655566 -5.001689 0.415 0.057 0.141
H -3.811528 1.385031 -3.981311 -0.321 -0.376 0.323
H -2.479006 -4.875937 -2.477349 -0.651 -0.033 0.827
H -2.858417 -4.163371 -3.897070 -0.160 0.544 -0.145
H -4.037108 -3.849880 -2.625683 -0.004 -0.512 0.284
H -2.309125 -2.481600 -5.039344 0.440 -0.046 -0.392
C -0.720498 2.495596 3.727528 -0.701 0.614 -0.420
C -1.612279 1.379953 3.120148 1.234 0.423 -1.457
C -0.606084 0.304825 2.636042 -0.953 -1.186 -0.232
C -1.326203 -1.018783 2.328955 -0.338 -0.866 1.607
C -2.125805 -1.557976 3.532805 -0.108 0.459 -0.569
C -3.169601 -0.508523 4.011117 1.444 -0.793 -0.292
N -2.496919 0.797391 4.108937 0.511 0.010 1.325
O -3.388104 1.809439 4.639318 0.132 -1.176 -0.659
C -4.353668 -0.564744 3.038572 -0.478 0.376 0.324
C -3.591190 -0.908098 5.434459 -0.837 0.527 -0.664
C -2.348955 1.964403 1.895343 -0.103 0.249 0.429
H -1.315451 3.364554 4.018419 -0.124 -0.132 0.196
H -0.088151 2.869984 2.919369 0.144 -0.184 0.002
H -0.074730 2.224169 4.561789 -0.215 -0.411 0.035
H -0.088151 0.472191 1.690145 -0.024 1.182 0.140
H 0.142494 0.220505 3.425696 0.045 -0.532 -0.026
H -0.631497 -1.819018 2.064238 0.169 0.225 -0.367
H -2.098367 -0.963172 1.560274 0.534 0.511 -0.466
H -1.479767 -1.941684 4.324745 0.035 0.436 0.216
H -2.696638 -2.422916 3.180124 -0.059 -0.073 0.128
H -4.131224 -0.534040 1.972856 0.412 -0.053 0.142
H -4.910310 -1.479868 3.245688 -0.182 0.087 -0.055
H -5.013997 0.293901 3.207117 -0.290 -0.209 -0.004
H -3.867861 -1.958462 5.532247 0.284 -0.127 -0.252
H -2.772737 -0.645678 6.098158 -0.208 0.026 0.232
H -4.514910 -0.358375 5.636678 0.225 0.136 0.635
H -1.706053 2.611209 1.299744 0.176 -0.206 -0.032
H -3.161632 2.601055 2.252872 -0.181 -0.128 -0.124
H -2.723782 1.173485 1.246363 -0.120 0.061 -0.032
H -4.203854 1.520115 4.206805 -0.329 0.796 0.178
C 4.869473 2.913591 0.799698 0.283 -0.648 -1.439
C 4.897727 1.679312 1.670552 -1.056 0.139 1.492
C 3.689249 1.869160 2.651316 0.650 -1.495 1.179
C 3.415418 0.540476 3.392500 -0.127 -0.031 -0.423
C 3.144062 -0.625182 2.415598 0.156 1.536 0.950
C 4.317446 -0.870318 1.446928 -1.484 0.945 -0.190
N 4.706551 0.450170 0.885991 -0.740 0.356 -0.169
O 5.717586 0.334174 -0.079319 0.237 -0.414 -0.030
C 5.425725 -1.650194 2.126653 0.658 0.389 0.571
C 3.699561 -1.706374 0.303312 1.167 -0.627 0.174
C 6.158481 1.613347 2.529384 0.400 0.569 -0.246
H 4.963934 3.863574 1.321093 0.162 -0.168 0.327
H 3.928386 2.918530 0.246737 0.025 0.054 -0.035
H 5.666270 2.788252 0.061344 -0.020 0.472 -0.034
H 4.059646 2.470656 3.484639 -0.169 0.774 -0.434
H 2.805270 2.322649 2.210084 0.032 -0.157 -0.273
H 2.608352 0.582142 4.129777 -0.279 0.364 -0.274
H 4.287022 0.393619 4.037573 0.135 -0.511 -0.192
H 2.270803 -0.327082 1.831777 0.001 -0.076 -0.153
H 2.834143 -1.457755 3.050892 0.390 -0.565 -0.488
H 5.084482 -2.677080 2.251409 0.486 -0.168 -0.227
H 6.391293 -1.528403 1.624837 -0.197 -0.753 -0.539
H 5.723454 -1.283034 3.113454 -0.689 0.071 0.202
H 3.023973 -1.205409 -0.385598 0.090 0.500 0.290
H 4.537139 -2.117735 -0.267452 -0.239 -0.154 -0.243
H 3.172996 -2.531812 0.789375 -0.007 -0.155 -0.161
H 6.206848 2.498667 3.167874 -0.151 -0.223 0.322
H 7.087246 1.699343 1.957480 -0.112 -0.424 -0.262
H 6.132075 0.688133 3.095848 0.379 0.188 0.300
H 6.484510 -0.083258 0.350320 -0.029 0.197 -0.044
```
Forces are in eV/Å.

charge = -1
HOMO level (spin up / spin down) = -4.1 / -4.0 eV
HOMO-LUMO gap (spin up / spin down) = 5.46 / 5.16 eV
spin multiplicity = 3



The following is a quantum chemistry calculation of a cluster of 5 separate species, H10O5 in total in a non-equilibrium geometry, from OMol25.

XYZ file:
```
15
Properties=species:S:1:pos:R:3:forces:R:3
O -1.810943 -0.187991 -0.423592 -0.342 0.619 0.423
H -0.884259 -0.352848 -0.233902 -0.059 -0.444 -0.294
H -2.173138 -0.959882 -0.861381 0.274 -0.183 -0.061
O 0.793510 -1.463619 -3.023001 -0.513 0.169 -0.428
H 1.570678 -1.894939 -3.379319 0.153 0.004 0.302
H 0.916239 -1.250201 -2.084939 0.241 -0.242 0.028
O 1.202749 -1.071699 -0.247497 -1.042 0.374 -0.044
H 2.143720 -1.116988 -0.424382 0.092 0.459 0.230
H 0.923764 -0.163646 0.145153 1.454 -1.141 -0.321
O 0.929477 0.951765 1.242627 -1.497 1.068 0.257
H 1.348750 0.418351 1.923127 -0.215 0.122 0.258
H 0.040131 1.357010 1.614075 1.958 -0.861 -0.326
O -1.236586 1.797436 2.366021 -0.672 -0.231 -0.052
H -1.514371 2.716158 2.287098 -0.070 -0.039 -0.062
H -1.941213 1.251258 1.969690 0.238 0.326 0.090
```
Forces are in eV/Å.

SMILES = O.O.O.O.O
charge = 0
HOMO level = -10.6 eV
HOMO-LUMO gap = 11.08 eV



For the records above, the corresponding energy above the lowest of the compared OMol25 structures with the same formula, charge and spin values read 43.2, 121.6, 0.0, 94.2 kJ/mol.